--- a ---
Below is C6H8N4O2 in the gas phase, with properties calculated with ωB97M-V with the def2-TZVPD basis set.

The value obtained for the HOMO-LUMO gap is 7.94 eV. The structure (SMILES) is C=NCN1CC([N+](=O)[O-])=C1N=C.

The geometry in ORCA input format:
```
! RIJCOSX wB97M-V def2-TZVPD def2/J DEFGRID3
* xyz 0 1
C 1.6476 -2.3414 1.4914
C -1.4638 0.3831 -0.3076
C 1.0949 3.2991 -1.3060
C 0.9845 1.2693 -0.2643
C -1.5034 -1.0400 0.2043
C -0.0598 -1.0516 0.3027
N 1.0980 -1.7626 0.5231
N -0.0240 0.2664 -0.1002
N 0.4005 2.4349 -0.6642
N -2.4365 -2.0808 0.3512
O -2.0743 -3.1346 0.9065
O -3.5528 -1.9472 -0.0987
H 2.5272 -2.9918 1.1902
H 1.3025 -2.5304 2.4734
H -1.8832 0.4236 -1.3129
H -1.8719 1.1146 0.4300
H 0.5639 4.1125 -1.7311
H 2.1352 3.1798 -1.7633
H 1.3295 1.4888 0.7197
H 1.7859 0.9083 -1.0443
*
```

--- b ---
Below is C6H8N4O2 in the gas phase, with properties calculated with ωB97M-V with the def2-TZVPD basis set.

The value obtained for the HOMO-LUMO gap is 8.77 eV. The structure (SMILES) is O/C1=N/NC[C@@H]2C=N[C@@H](C=N2)O1.

The geometry in ORCA input format:
```
! RIJCOSX wB97M-V def2-TZVPD def2/J DEFGRID3
* xyz 0 1
C -0.3128 0.5371 -1.3427
C -1.4635 -0.1138 -0.5665
C 0.1126 -1.8300 -0.5218
C 0.8925 0.3978 1.3013
C 0.1684 1.5583 0.6092
C -1.2843 1.4885 0.9808
N 0.4117 1.3611 -0.7893
N -2.0656 0.7718 0.3781
N 1.2883 -1.3587 -0.4171
N 1.7427 -0.4631 0.4496
O -0.2183 -2.8471 -1.3110
O -0.9992 -1.2634 0.0999
H -0.1826 0.2654 -2.4562
H -2.2761 -0.3842 -1.1843
H 1.5848 0.9351 2.0412
H 0.2084 -0.3725 1.5831
H 0.7313 2.4003 0.7812
H -1.5982 2.3079 1.6523
H 0.6132 -3.3035 -1.5182
H 2.6468 -0.0870 0.2304
*
```

How do the energies compare? Relative to the most stable structure, in kJ/mol: a 321.2; b 0.0.

--- a ---
Below is a molecular structure, C4H13NO, with properties calculated with ωB97M-V with the def2-TZVPD basis set.

The value obtained for the HOMO-LUMO gap is 7.68 eV.

The geometry in ORCA input format:
```
! RIJCOSX wB97M-V def2-TZVPD def2/J DEFGRID3
* xyz 0 1
C 1.2427 -0.9780 -1.8084
C -0.0793 -0.5556 -1.0401
N 0.2277 0.4552 0.0644
C -1.0632 0.3363 0.3608
C -2.2799 1.2028 0.0451
H 1.8806 -1.3856 -1.0116
H 1.8156 -0.1370 -2.1925
H 1.1362 -1.7493 -2.5751
H -0.8658 -0.1960 -1.7422
H -0.2519 -1.5564 -0.6160
H -0.5653 -0.7204 4.5249
H -1.2907 -0.3002 1.2586
H -0.7408 -0.9477 3.8397
H -2.6642 1.0672 -0.9742
H -2.9904 0.8940 0.8180
H -2.0408 2.2874 0.0865
H 2.1311 0.4912 0.1510
H 3.2872 1.2837 0.6781
O 3.1113 0.5084 0.1329
*
```

--- b ---
Below is 2 unconnected molecules or ions with the total composition C4H13NO, with properties calculated with ωB97M-V with the def2-TZVPD basis set.

The value obtained for the HOMO-LUMO gap is 10.15 eV. The structure (SMILES) is CCOCC.N.

The geometry in ORCA input format:
```
! RIJCOSX wB97M-V def2-TZVPD def2/J DEFGRID3
* xyz 0 1
C -0.6100 -0.2567 0.3155
C 0.5287 -0.9916 0.9667
N -5.8445 1.8974 1.1280
H -0.1539 0.7896 0.2511
H -0.7959 -0.5633 -0.7723
H -1.6503 -0.3207 0.8062
H 0.2503 -1.9699 1.1678
H 0.7302 -0.6648 2.0603
H -5.8788 0.9836 0.6317
H -5.8621 2.8063 0.6306
H -5.1344 1.8437 1.8128
C 1.9532 -0.6197 -1.1566
O 1.6404 -0.6743 0.1908
C 3.3840 0.2440 -1.4794
H 1.2178 -0.4576 -1.9423
H 2.3214 -1.6761 -1.3024
H 3.7366 0.6990 -0.5089
H 3.2519 0.8566 -2.4116
H 4.2202 -0.4705 -1.7226
*
```

How do the energies compare? Relative to the most stable structure, in kJ/mol: a 213.5; b 0.0.

--- a ---
Below is 2 unconnected molecules or ions with the total composition C4H13NO, with properties calculated with ωB97M-V with the def2-TZVPD basis set.

The value obtained for the HOMO-LUMO gap is 10.42 eV. The structure (SMILES) is CC[C@H](C)N.O.

The geometry in ORCA input format:
```
! RIJCOSX wB97M-V def2-TZVPD def2/J DEFGRID3
* xyz 0 1
C 0.8879 0.7316 -1.7648
C 0.8686 -0.0323 -0.4495
C 0.7281 0.9319 0.8420
C 0.3450 -0.0636 1.8532
N -0.2610 -1.0001 -0.4107
H 1.2702 0.2876 -2.6864
H -0.0664 1.2399 -1.9906
H 1.6097 1.5275 -1.5344
H 1.8756 -0.4854 -0.1617
H 1.5491 1.6994 1.1088
H -0.0625 1.5564 0.4251
H -0.5767 -0.6597 1.7177
H 1.1284 -0.6208 2.2746
H -0.0487 0.3563 2.9412
H -0.1689 -1.7412 0.3292
H -0.3165 -1.4151 -1.3375
H -3.5860 -0.6277 -0.0370
H -2.1452 -0.6323 -0.4094
O -3.0309 -1.0524 -0.7097
*
```

--- b ---
Below is 2 unconnected molecules or ions with the total composition C4H13NO, with properties calculated with ωB97M-V with the def2-TZVPD basis set.

The value obtained for the HOMO-LUMO gap is 10.31 eV. The structure (SMILES) is CCOCC.N.

The geometry in ORCA input format:
```
! RIJCOSX wB97M-V def2-TZVPD def2/J DEFGRID3
* xyz 0 1
C 1.4937 -1.8045 -1.2166
C 2.4269 -0.5185 -1.5120
N -4.3521 0.1307 4.5137
H 1.5137 -1.8009 -0.0999
H 0.4222 -1.5797 -1.5199
H 2.0509 -2.5969 -1.7584
H 2.3802 0.1613 -2.4360
H 3.5391 -0.8908 -1.3969
H -3.8223 -0.1561 3.7558
H -3.7874 0.4967 5.2799
H -4.8550 -0.7446 4.6946
C 0.7174 1.0746 -0.3512
O 2.0129 0.5768 -0.4915
C -0.0774 1.1771 -1.6785
H 0.9871 2.1656 -0.1348
H 0.1728 0.6543 0.5148
H -0.9470 1.9259 -1.6210
H -0.4798 0.2132 -2.1484
H 0.6042 1.5159 -2.3938
*
```

--- c ---
Below is 2 unconnected molecules or ions with the total composition C4H13NO, with properties calculated with ωB97M-V with the def2-TZVPD basis set.

The value obtained for the HOMO-LUMO gap is 9.25 eV. The structure (SMILES) is CCNCC.O.

The geometry in ORCA input format:
```
! RIJCOSX wB97M-V def2-TZVPD def2/J DEFGRID3
* xyz 0 1
C 0.9276 2.4356 -0.9973
C 0.7973 1.2767 0.0200
N 0.6524 -0.0498 -0.5379
C -0.6616 -0.4667 -0.9667
C -0.9080 -1.9783 -0.7137
H -0.0818 2.7192 -1.3368
H 1.3525 2.0592 -1.9353
H 1.3871 3.2959 -0.5150
H 1.7077 1.3012 0.6134
H -0.0642 1.4539 0.6636
H 1.4296 -0.3202 -1.1191
H -1.3929 0.1160 -0.4201
H -0.8989 -0.2828 -2.0285
H 0.0618 -2.4620 -0.6257
H -1.4425 -2.1971 0.2030
H -1.4427 -2.3912 -1.5655
H -1.2309 -1.6144 2.5822
H 0.2399 -1.3135 2.8551
O -0.6299 -0.9061 2.8555
*
```

How do the energies compare? Relative to the most stable structure, in kJ/mol: a 85.0; b 166.8; c 0.0.

--- a ---
Below is 2 unconnected molecules or ions with the total composition C4H13NO, with properties calculated with ωB97M-V with the def2-TZVPD basis set.

The value obtained for the HOMO-LUMO gap is 9.82 eV. The structure (SMILES) is CCCCN.O.

The geometry in ORCA input format:
```
! RIJCOSX wB97M-V def2-TZVPD def2/J DEFGRID3
* xyz 0 1
C 1.0723 0.3481 -1.0745
C -0.3969 0.1553 -0.7499
C -0.8095 -1.1933 -0.0576
C 0.2687 -1.8454 0.8511
N 0.2690 -1.5023 2.2438
H 1.6669 0.3875 -0.1636
H 1.2244 1.1588 -1.7812
H 1.5017 -0.4961 -1.6316
H -0.7264 0.8889 -0.0395
H -1.0756 0.3782 -1.5731
H -1.6875 -0.9026 0.5197
H -1.0819 -1.9567 -0.7885
H 1.2302 -1.6536 0.3900
H 0.1574 -2.8998 0.6936
H 0.5173 -0.5323 2.3537
H -0.5564 -1.7972 2.7348
H -0.1544 3.4558 -1.8825
H 0.1349 2.8458 -0.5269
O -0.5103 3.3797 -0.9912
*
```

--- b ---
Below is 2 unconnected molecules or ions with the total composition C4H13NO, with properties calculated with ωB97M-V with the def2-TZVPD basis set.

The value obtained for the HOMO-LUMO gap is 10.50 eV. The structure (SMILES) is CCOCC.N.

The geometry in ORCA input format:
```
! RIJCOSX wB97M-V def2-TZVPD def2/J DEFGRID3
* xyz 0 1
C -1.5277 3.4084 0.6868
C -0.7600 2.1103 0.7689
N 1.5025 -6.0898 1.1542
H -0.9041 4.1725 0.2296
H -2.4022 3.2556 0.0649
H -1.7384 3.7591 1.6907
H -1.4291 1.3208 1.1224
H 0.0684 2.1347 1.4934
H 2.3159 -5.7108 0.6788
H 0.9238 -5.2539 1.2979
H 1.8399 -6.3301 2.0813
C -0.0804 0.3966 -0.7599
O -0.2625 1.7917 -0.5050
C 0.6271 0.2889 -2.0888
H -1.0788 -0.0315 -0.7723
H 0.4649 -0.0461 0.0709
H 1.0167 -0.7109 -2.2368
H 1.4597 0.9942 -2.0620
H -0.0357 0.5403 -2.9150
*
```

How do the energies compare? Relative to the most stable structure, in kJ/mol: a 5.6; b 0.0.

--- a ---
Below is 2 unconnected molecules or ions with the total composition C2H6NO2, with properties calculated with ωB97M-V with the def2-TZVPD basis set.

The value obtained for the HOMO-LUMO gap is 7.73 eV.

The geometry in ORCA input format:
```
! RIJCOSX wB97M-V def2-TZVPD def2/J DEFGRID3
* xyz -1 1
C -1.2549 0.6698 -1.5749
O 0.1147 0.8718 -1.3690
H -1.7480 0.8635 -0.6099
H -1.3935 -0.4256 -1.7369
H -1.6014 1.2945 -2.3912
C 1.2769 -0.6324 1.9457
N 0.6140 -0.6811 0.7941
O 1.7796 -1.3864 2.8030
H 1.8225 0.3759 1.8852
H 0.5647 0.3945 -0.6173
H -0.1747 -1.3445 0.8711
*
```

--- b ---
Below is 2 unconnected molecules or ions with the total composition C2H6NO2, with properties calculated with ωB97M-V with the def2-TZVPD basis set.

The value obtained for the HOMO-LUMO gap is 7.51 eV.

The geometry in ORCA input format:
```
! RIJCOSX wB97M-V def2-TZVPD def2/J DEFGRID3
* xyz -1 1
C 0.1846 2.8511 -0.3977
O 0.7426 1.6383 -0.9588
H -0.3339 2.8614 0.6272
H 1.0723 3.6039 -0.3276
H -0.5999 3.1287 -1.1564
C -0.3730 -1.9785 0.2534
N -0.2312 -0.7243 -0.0768
O -0.3266 -2.6688 1.2998
H -1.1236 -2.4621 -0.4609
H 0.1784 0.9504 -0.5823
H 0.2280 -0.0029 0.5757
*
```

How do the energies compare? Relative to the most stable structure, in kJ/mol: a 0.0; b 55.0.